{"formula": "C43H53BrN3O5PPbS3", "method": "ωB97M-V/def2-TZVPD", "total_charge": 2, "relative_energy_kcal_mol": 14.3, "homo_ev": [-12.8, -12.8], "orbital_gap_ha": [0.2116, 0.2011], "mol_weight_g_mol": 1106.192, "spin_multiplicity": 1, "elements": ["Pb", "O", "C", "O", "C", "C", "N", "N", "C", "C", "O", "O", "H", "H", "H", "C", "C", "C", "C", "C", "C", "C", "Br", "C", "O", "C", "C", "C", "C", "C", "C", "H", "H", "H", "H", "H", "H", "H", "H", "H", "H", "H", "H", "H", "H", "H", "H", "H", "H", "H", "H", "C", "C", "S", "C", "C", "S", "C", "C", "S", "H", "H", "H", "H", "H", "H", "H", "H", "H", "H", "H", "H", "C", "P", "C", "C", "C", "C", "C", "C", "C", "C", "C", "C", "C", "C", "H", "H", "H", "H", "H", "H", "H", "H", "H", "H", "H", "H", "H", "C", "C", "C", "N", "C", "C", "H", "H", "H", "H", "H"], "xyz": [[-0.2547, -0.2179, -0.4956], [2.1491, 5.0469, -2.6805], [3.0309, 4.0837, -2.7620], [4.1657, 4.2424, -3.1297], [2.5969, 2.7030, -2.3723], [3.4632, 1.6201, -2.4156], [2.7795, 0.5473, -2.0108], [1.5218, 0.8583, -1.7076], [1.3744, 2.1655, -1.9162], [0.0356, 2.8024, -1.6609], [-0.1045, 4.0098, -1.8627], [-0.8864, 2.0384, -1.2512], [1.2417, 4.7570, -2.3682], [4.4940, 1.5931, -2.7058], [3.0946, -0.4122, -1.9532], [6.3631, -1.2591, 3.9714], [5.0882, -1.5715, 4.7833], [5.2109, -0.8918, 6.1494], [4.9975, -3.0912, 5.0009], [3.9107, -1.0815, 3.9772], [3.6321, -1.6513, 2.7146], [2.6367, -1.1291, 1.9466], [2.1764, -1.9288, 0.2512], [1.8672, 0.0403, 2.2889], [1.1323, 0.6006, 1.4386], [2.0481, 0.4946, 3.6560], [3.0606, -0.0634, 4.4136], [1.1870, 1.5662, 4.2954], [0.5266, 0.9851, 5.5605], [0.0674, 2.0952, 3.3990], [2.0782, 2.7570, 4.6950], [7.2332, -1.5875, 4.5347], [6.4479, -0.1891, 3.7942], [6.3661, -1.7702, 3.0126], [6.0925, -1.2724, 6.6593], [4.3509, -1.1048, 6.7796], [5.3266, 0.1846, 6.0509], [5.8347, -3.4084, 5.6160], [5.0407, -3.6422, 4.0665], [4.0749, -3.3495, 5.5145], [4.1970, -2.4980, 2.3596], [3.1973, 0.3155, 5.4131], [-0.1300, 0.1555, 5.3067], [-0.0679, 1.7619, 6.0328], [1.2507, 0.6326, 6.2876], [-0.5777, 1.2920, 3.0502], [0.4710, 2.6142, 2.5356], [-0.5334, 2.7957, 3.9732], [2.8086, 2.4857, 5.4506], [1.4524, 3.5485, 5.0971], [2.6071, 3.1448, 3.8287], [-4.4400, 4.4537, -2.3804], [-4.7347, 3.2715, -3.2854], [-3.9370, 1.7805, -2.5630], [-5.3189, 1.0060, -1.6242], [-5.1469, 1.2487, -0.1360], [-3.3485, 1.1088, 0.2447], [-2.8911, 2.7356, 0.9149], [-3.3931, 3.9742, 0.1904], [-2.8336, 4.0998, -1.5457], [-5.2117, 4.6096, -1.6322], [-4.3153, 5.3741, -2.9485], [-4.2701, 3.3987, -4.2622], [-5.7979, 3.0868, -3.4209], [-5.2309, -0.0565, -1.8534], [-6.2730, 1.3729, -1.9967], [-5.6784, 0.5021, 0.4537], [-5.4919, 2.2332, 0.1691], [-1.8032, 2.7013, 0.8737], [-3.2160, 2.7705, 1.9567], [-2.9729, 4.8443, 0.7019], [-4.4797, 4.0592, 0.2180], [-0.5452, -3.6617, -2.1675], [-0.5904, -1.9121, -2.7412], [0.5385, -1.8589, -4.1769], [0.8733, -2.9988, -4.9018], [1.6205, -2.8825, -6.0609], [2.0381, -1.6387, -6.5071], [1.7127, -0.5012, -5.7851], [0.9744, -0.6102, -4.6198], [-2.2018, -1.7787, -3.6099], [-3.2841, -2.5820, -3.2648], [-4.4630, -2.5096, -3.9886], [-4.5827, -1.6206, -5.0454], [-3.5175, -0.7981, -5.3741], [-2.3358, -0.8704, -4.6579], [-0.9911, -4.3205, -2.9109], [-1.0900, -3.7551, -1.2283], [0.4900, -3.9476, -1.9838], [0.5541, -3.9767, -4.5753], [1.8651, -3.7684, -6.6276], [2.6129, -1.5559, -7.4156], [2.0264, 0.4700, -6.1380], [0.7279, 0.2759, -4.0480], [-3.2089, -3.2862, -2.4493], [-5.2871, -3.1636, -3.7419], [-5.5012, -1.5765, -5.6098], [-3.6042, -0.1143, -6.2047], [-1.5019, -0.2454, -4.9369], [-2.4504, -4.1845, 2.3692], [-1.3003, -3.5420, 2.8038], [-0.8996, -2.3910, 2.1482], [-1.5362, -1.8962, 1.0938], [-2.6422, -2.5080, 0.6828], [-3.1416, -3.6464, 1.2911], [-2.7911, -5.0905, 2.8491], [-0.7106, -3.9301, 3.6190], [-0.0262, -1.8465, 2.4804], [-3.1333, -2.0620, -0.1710], [-4.0399, -4.1088, 0.9136]], "mulliken_charge": [2.266, -0.563, 0.436, -0.588, 0.305, -0.832, -0.021, 0.350, -0.506, 0.788, -0.920, -0.541, 0.477, 0.613, 0.087, -1.601, 1.950, -2.037, -1.669, -0.303, -0.851, 0.379, -0.095, 0.622, -0.845, -0.244, -0.450, 2.091, -1.732, -2.244, -1.769, 0.458, 0.387, 0.379, 0.444, 0.430, 0.423, 0.478, 0.342, 0.391, 0.582, 0.513, 0.357, 0.486, 0.366, 0.317, 0.339, 0.667, 0.330, 0.499, 0.399, -0.740, -0.846, 0.452, -0.703, -1.061, 0.275, -0.413, -1.069, 0.310, 0.339, 0.514, 0.397, 0.453, 0.238, 0.609, 0.511, 0.398, -0.258, 0.703, 0.571, 0.444, -1.818, 1.298, 0.844, -0.838, -0.710, -0.634, -1.070, -0.377, 0.796, -0.478, -0.811, -0.657, -0.679, -0.758, 0.582, 0.323, 0.497, 0.373, 0.444, 0.426, 0.522, 0.567, 0.416, 0.476, 0.441, 0.505, 0.335, -0.456, -0.989, -0.224, 0.278, -0.297, -0.885, 0.446, 0.507, 0.386, 0.475, 0.477]}